No. 1
Density functional theory data (ωB97M-V/def2-TZVPD) for the ion C4H12N3 with charge +1.

Output
HOMO energy (eV): -12.90
ΔE to the lowest compared entry with this formula, charge and spin (kcal per mole): 23.0
Total charge: +1
SMILES: N/C=N\CCC[NH3+]
E_tot (Ha): -323.64162

Each line ends with the Löwdin charge.
Cartesian coordinates (Å):
C1 -1.026 -1.369 -0.077  -0.172
C2 0.590 1.747 -0.915  -0.280
H1 -1.425 -2.270 1.876  0.130
H2 -1.135 -2.298 -0.629  0.126
C3 -0.669 -1.682 1.365  -0.149
H3 1.846 2.388 -2.373  0.109
H4 -1.317 0.157 2.014  0.165
H5 1.050 -1.000 -0.463  0.124
H6 0.244 -2.273 1.439  0.132
C4 0.083 -0.545 -0.724  -0.246
H7 0.324 0.120 1.730  0.135
H8 -1.983 -0.840 -0.080  0.124
H9 -0.029 -0.534 -1.810  0.121
H10 1.786 0.630 -2.080  0.092
H11 0.347 2.790 -0.722  0.129
H12 -0.359 -0.559 3.136  0.170
N1 1.534 1.579 -1.870  0.137
N2 -0.011 0.840 -0.248  -0.032
N3 -0.463 -0.393 2.135  0.185

No. 2
Density functional theory data (ωB97M-V/def2-TZVPD) for the ion C4H12N3 with charge +1.

Output
HOMO energy (eV): -12.98
ΔE to the lowest compared entry with this formula, charge and spin (kcal per mole): 98.0
Total charge: +1
SMILES: C[NH2+]C1(N)CNC1
E_tot (Ha): -323.52215

Each line ends with the Löwdin charge.
Cartesian coordinates (Å):
H1 2.337 -0.654 0.105  0.125
H2 2.810 1.144 0.228  0.099
H3 -1.011 -0.527 -2.008  0.133
H4 2.203 0.390 -1.275  0.144
H5 0.420 1.425 0.155  0.191
N1 -2.136 0.506 -0.255  -0.010
N2 0.283 -1.701 -0.172  0.154
H6 -2.536 1.363 -0.376  0.068
H7 -0.347 -2.237 -0.666  0.087
C1 -0.144 -0.409 0.080  -0.445
H8 -1.414 0.873 1.860  0.126
C2 -0.934 0.121 -1.106  -0.100
H9 -2.092 -0.697 1.418  0.064
H10 0.593 -2.218 0.587  0.091
C3 2.125 0.434 -0.154  -0.028
C4 -1.572 0.100 1.041  -0.041
N3 0.886 0.542 0.504  0.004
H11 0.847 0.497 1.530  0.197
H12 -0.319 1.049 -1.496  0.142

No. 3
Density functional theory data (ωB97M-V/def2-TZVPD) for a cluster of 2 separate species, C4H12N3 in total.

Output
HOMO energy (eV): -12.99
ΔE to the lowest compared entry with this formula, charge and spin (kcal per mole): 35.8
Total charge: +1
E_tot (Ha): -323.62117

Each line ends with the Löwdin charge.
Cartesian coordinates (Å):
H1 0.467 0.502 -0.965  0.084
H2 -2.062 1.804 -2.273  0.139
H3 1.285 -3.088 0.061  0.074
H4 2.077 -2.089 2.073  0.094
H5 2.488 -2.152 -0.760  0.086
H6 0.862 -1.479 -0.589  0.036
H7 -3.329 1.110 -1.286  0.139
H8 0.217 1.652 0.135  0.111
C1 2.386 -0.147 1.384  -0.014
C2 2.047 -1.427 1.215  -0.227
C3 -1.479 0.909 -0.596  -0.438
H9 -1.127 -0.246 1.005  0.135
N1 -2.381 1.409 -1.419  0.252
H10 2.231 0.594 0.614  0.039
H11 2.766 0.089 2.369  0.060
H12 -2.796 -0.241 0.454  0.143
N2 -0.152 1.268 -0.729  0.149
C4 1.632 -2.070 -0.090  -0.101
N3 -1.847 0.098 0.387  0.239

No. 4
Density functional theory data (ωB97M-V/def2-TZVPD) for the ion C4H12N3 with charge +1.

Output
HOMO energy (eV): -12.47
ΔE to the lowest compared entry with this formula, charge and spin (kcal per mole): 101.4
Total charge: +1
SMILES: C/C=[NH+]/NCNC
E_tot (Ha): -323.51670

Each line ends with the Löwdin charge.
Cartesian coordinates (Å):
H1 3.569 -0.997 0.204  0.121
H2 -1.942 -0.905 -1.613  0.149
H3 -0.466 0.851 -0.690  0.138
N1 -0.139 -0.104 -0.845  0.000
H4 3.656 0.468 1.516  0.134
H5 1.407 1.316 0.299  0.141
H6 -2.019 1.402 0.839  0.088
C1 -1.357 -0.968 -0.647  -0.180
H7 3.989 0.855 -0.013  0.109
H8 -3.717 0.748 0.852  0.089
H9 -1.783 -0.822 1.346  0.140
H10 -1.174 -1.953 -0.566  0.083
H11 1.496 -1.307 -0.859  0.228
C2 3.311 0.097 0.464  -0.045
C3 1.889 0.363 0.180  -0.057
H12 -2.808 1.045 -0.728  0.072
N2 1.064 -0.414 -0.477  0.011
C4 -2.796 0.816 0.298  -0.086
N3 -2.181 -0.490 0.438  -0.136

No. 5
Density functional theory data (ωB97M-V/def2-TZVPD) for the ion C4H12N3 with charge +1.

Output
HOMO energy (eV): -13.69
ΔE to the lowest compared entry with this formula, charge and spin (kcal per mole): 94.8
Total charge: +1
SMILES: CN1[NH2+]CC[C@@H]1N
E_tot (Ha): -323.52719

Each line ends with the Löwdin charge.
Cartesian coordinates (Å):
H1 -1.453 2.541 -0.371  0.129
H2 1.981 1.140 0.082  0.168
H3 0.078 -1.793 -1.015  0.077
N1 -0.224 0.754 -0.460  -0.037
C1 -0.549 2.038 0.097  -0.083
H4 -2.585 0.301 -0.218  0.088
N2 1.430 0.397 -0.332  0.169
N3 -2.118 -0.600 -0.095  0.074
H5 1.779 0.297 -1.255  0.151
H6 -0.177 -2.484 0.590  0.160
H7 -0.654 -0.128 1.435  0.163
C2 -0.785 -0.353 0.321  -0.441
H8 2.170 -1.584 -0.391  0.114
H9 0.301 2.701 -0.037  0.082
H10 -2.155 -1.387 -0.855  0.154
C3 0.160 -1.608 -0.025  -0.072
C4 1.525 -1.022 0.191  -0.103
H11 -0.627 1.954 1.235  0.114
H12 1.901 -1.162 1.103  0.093

No. 6
Density functional theory data (ωB97M-V/def2-TZVPD) for a cluster of 2 separate species, C4H12N3 in total.

Output
HOMO energy (eV): -13.78
ΔE to the lowest compared entry with this formula, charge and spin (kcal per mole): 73.4
Total charge: +1
E_tot (Ha): -323.56131

Each line ends with the Löwdin charge.
Cartesian coordinates (Å):
N1 0.830 -0.974 -0.100  0.108
C1 -1.929 -1.023 -0.197  -0.085
H1 -1.871 -0.997 -1.277  0.092
H2 4.404 0.462 0.524  0.119
H3 -0.307 -0.890 -0.096  0.087
H4 3.442 -0.928 0.753  0.105
H5 1.150 -1.268 0.835  0.158
C2 2.534 0.656 -0.245  -0.261
H6 2.776 1.652 -0.597  0.142
H7 -2.549 -0.028 1.540  0.113
H8 -3.024 1.350 -1.080  0.091
C3 -2.506 1.403 -0.124  -0.076
N2 3.509 0.017 0.409  0.142
C4 -2.357 0.053 0.479  -0.165
H9 -3.047 2.077 0.535  0.082
H10 -1.950 -1.999 0.266  0.082
N3 1.340 0.307 -0.523  0.010
H11 1.078 -1.705 -0.787  0.173
H12 -1.521 1.836 -0.314  0.083

No. 7
Density functional theory data (ωB97M-V/def2-TZVPD) for the ion C4H12N3 with charge +1.

Output
HOMO energy (eV): -11.76
ΔE to the lowest compared entry with this formula, charge and spin (kcal per mole): 63.1
Total charge: +1
SMILES: NCC/C(N)=C/[NH3+]
E_tot (Ha): -323.57769

Each line ends with the Löwdin charge.
Cartesian coordinates (Å):
N1 -3.086 -0.383 0.555  -0.002
C1 -0.718 0.138 0.843  -0.139
N2 2.303 -0.134 -1.502  0.183
H1 2.233 0.697 -2.122  0.189
H2 -3.161 -0.629 1.518  0.072
H3 -1.575 -0.957 -0.734  0.100
H4 1.517 1.015 2.055  0.118
H5 2.620 0.168 1.119  0.088
N3 1.652 0.322 1.337  0.133
C2 -1.905 -0.048 -0.196  -0.264
H6 3.157 -0.002 -0.957  0.163
H7 -1.905 0.858 -0.798  0.119
H8 2.582 -0.910 -2.102  0.172
H9 -0.852 1.105 1.351  0.129
H10 -3.869 -0.115 -0.014  0.075
C3 0.690 0.017 0.398  -0.326
H11 0.225 -0.395 -1.654  0.121
H12 -0.894 -0.472 1.785  0.145
C4 0.986 -0.278 -0.884  -0.076

No. 8
Density functional theory data (ωB97M-V/def2-TZVPD) for the ion C4H12N3 with charge +2.

Output
2S+1: 2
HOMO energy (alpha / beta) (eV): -17.79 / -17.52
ΔE to the lowest compared entry with this formula, charge and spin (kcal per mole): 62.7
Total charge: +2
E_tot (Ha): -323.11773

Each line ends with the Löwdin charge.
Cartesian coordinates (Å):
H1 -0.250 -0.899 3.002  0.132
C1 -0.323 -0.487 -1.632  -0.171
C2 -0.473 0.620 1.593  -0.069
H2 -0.824 1.426 -0.943  0.139
H3 1.590 -1.070 0.195  0.167
C3 0.088 0.836 -0.840  -0.078
N1 -0.196 0.105 2.847  0.093
H4 -0.995 -0.843 -3.542  0.180
N2 1.602 -0.283 0.850  0.257
H5 1.457 -0.596 1.815  0.154
H6 0.980 1.285 -1.298  0.148
H7 -2.087 -0.122 -2.687  0.179
H8 -0.714 0.553 3.592  0.129
H9 0.551 -1.119 -1.859  0.141
H10 -1.418 1.132 1.464  0.150
N3 -1.061 -0.156 -2.774  0.287
C4 0.445 0.626 0.582  -0.209
H11 -0.876 -1.139 -0.937  0.171
H12 2.504 0.130 0.572  0.199

No. 9
Density functional theory data (ωB97M-V/def2-TZVPD) for a cluster of 2 separate species, C4H12N3O in total.

Output
2S+1: 2
HOMO energy (alpha / beta) (eV): -3.43 / -8.83
ΔE to the lowest compared entry with this formula, charge and spin (kcal per mole): 60.9
E_tot (Ha): -398.95876

Each line ends with the Löwdin charge.
Cartesian coordinates (Å):
N1 -0.604 -2.840 -1.351  -0.034
H1 -1.457 -2.445 -1.831  0.030
H2 -2.450 3.183 2.539  0.070
C1 0.181 1.892 0.977  -0.237
O1 0.651 1.467 -0.048  0.021
C2 0.294 -1.752 -0.902  -0.245
N2 -1.554 2.715 2.468  -0.013
H3 -1.210 3.421 0.544  0.127
H4 -1.677 1.843 2.975  0.072
C3 -1.210 2.466 1.076  -0.247
C4 1.579 -1.736 -1.239  -0.232
H5 2.106 0.105 -0.586  0.052
H6 3.280 -0.698 -1.488  0.086
H7 1.972 -2.553 -1.831  0.098
H8 -1.877 1.797 0.519  0.118
H9 0.752 1.868 1.924  0.130
N3 2.505 -0.788 -0.852  0.063
H10 -0.141 -3.487 -2.024  0.041
H11 -0.230 -1.014 -0.322  0.069
H12 -0.912 -3.443 -0.547  0.034

No. 10
Density functional theory data (ωB97M-V/def2-TZVPD) for a structure of composition C4H12N3O.

Output
2S+1: 2
HOMO energy (alpha / beta) (eV): -9.38 / -8.73
ΔE to the lowest compared entry with this formula, charge and spin (kcal per mole): 26.8
E_tot (Ha): -399.01308

Each line ends with the Löwdin charge.
Cartesian coordinates (Å):
N1 2.874 0.866 -1.218  0.096
H1 -1.610 -1.684 -1.474  0.068
C1 -1.567 -0.240 1.565  -0.289
H2 -0.252 0.643 -1.053  0.008
C2 -1.473 -1.512 0.717  -0.223
H3 0.354 0.645 0.850  0.023
H4 2.297 0.865 1.031  0.090
H5 -2.388 -0.312 -0.837  0.065
H6 -2.590 0.135 1.723  0.140
N2 1.485 0.438 0.605  0.135
O1 -0.873 0.858 1.062  -0.089
H7 2.925 0.848 -2.224  0.087
H8 -3.171 -1.901 -0.627  0.066
N3 0.604 0.655 -1.612  0.131
C3 -2.222 -1.370 -0.626  -0.103
H9 -0.415 -1.635 0.478  0.093
H10 -1.789 -2.370 1.309  0.104
H11 -1.184 -0.450 2.577  0.124
C4 1.583 0.632 -0.758  -0.610
H12 3.598 0.341 -0.752  0.083

No. 11
Density functional theory data (ωB97M-V/def2-TZVPD) for a structure of composition C4H12N3OS.

Output
HOMO energy (eV): -11.90
ΔE to the lowest compared entry with this formula, charge and spin (kcal per mole): 0.0
Total charge: +1
E_tot (Ha): -797.02345

Each line ends with the Löwdin charge.
Cartesian coordinates (Å):
C1 -3.223 -1.575 -0.232  -0.037
H1 -4.157 0.893 -0.067  0.175
H2 -3.495 -1.610 -1.287  0.104
N1 3.105 0.153 0.570  -0.091
H3 -2.560 -2.408 -0.014  0.095
N2 2.112 0.744 -0.180  -0.068
H4 -4.130 -1.676 0.363  0.103
H5 2.724 -0.654 1.062  0.072
H6 4.193 -0.872 -0.953  0.089
C2 4.324 -0.136 -0.153  -0.079
S1 0.241 -0.762 0.885  0.744
H7 5.047 -0.516 0.564  0.093
C3 -3.088 0.790 0.125  -0.169
N3 -2.525 -0.350 0.067  -0.022
H8 -2.897 2.676 0.455  0.150
H9 0.162 1.128 -0.621  0.079
O1 -2.381 1.857 0.400  0.130
C4 0.827 0.481 -0.067  -0.564
H10 2.440 1.527 -0.737  0.170
H11 4.714 0.789 -0.577  0.085
H12 -1.432 -0.479 0.398  -0.059

No. 12
Density functional theory data (ωB97M-V/def2-TZVPD) for a structure of composition C4H12N3W.

Output
2S+1: 3
HOMO energy (alpha / beta) (eV): -10.77 / -13.10
ΔE to the lowest compared entry with this formula, charge and spin (kcal per mole): 27.9
Total charge: +1
E_tot (Ha): -390.53477

Each line ends with the Löwdin charge.
Cartesian coordinates (Å):
H1 -0.090 -0.964 -1.482  0.002
C1 1.678 -1.027 1.284  -0.082
N1 0.949 -0.543 0.253  -0.309
C2 -2.549 -1.200 -1.377  -0.377
C3 2.619 0.874 0.520  -0.053
H2 -0.931 -1.309 1.444  -0.069
N2 1.418 0.750 -0.091  -0.014
H3 1.314 1.061 -1.064  0.155
H4 -2.480 -2.286 -1.514  0.009
H5 3.245 1.686 0.264  0.124
H6 3.571 -0.346 2.068  0.101
C4 2.765 -0.167 1.416  -0.029
H7 -2.337 1.919 -0.502  0.101
W1 -1.044 -0.564 -0.128  1.204
H8 -3.500 -0.888 -0.940  -0.003
H9 -1.542 1.829 0.925  0.090
H10 -2.284 -0.634 -2.287  -0.006
N3 -1.460 1.580 -0.071  -0.050
H11 -0.719 2.199 -0.447  0.083
H12 1.379 -1.971 1.727  0.123

No. 13
Density functional theory data (ωB97M-V/def2-TZVPD) for the molecule C4H12N4.

Output
HOMO energy (eV): -7.73
ΔE to the lowest compared entry with this formula, charge and spin (kcal per mole): 128.2
SMILES: CNN=C(CN)CN
E_tot (Ha): -378.43392

Each line ends with the Löwdin charge.
Cartesian coordinates (Å):
N1 2.693 0.235 0.022  -0.084
N2 -0.416 -0.070 0.939  0.051
H1 -3.638 0.681 1.340  0.133
C1 1.798 -0.935 0.196  -0.275
C2 0.414 0.127 -1.363  -0.321
N3 -0.941 -0.056 -1.914  -0.087
H2 -2.472 -0.770 1.921  0.088
H3 2.101 -1.706 -0.440  0.073
H4 2.126 -1.379 1.204  0.125
H5 1.349 -0.364 -1.807  0.121
H6 -2.129 0.897 2.671  0.046
H7 2.806 0.815 0.886  0.069
C3 -2.471 0.409 1.765  -0.143
H8 0.728 1.182 -1.446  0.132
N4 -1.518 0.649 0.685  -0.181
H9 -1.490 -1.143 -1.894  0.194
H10 -1.218 0.490 -2.855  0.126
C4 0.433 -0.363 -0.075  -0.356
H11 -1.769 0.555 -0.347  0.097
H12 3.842 0.012 -0.483  0.193